1.
Here is a molecular structure, C12H31AsBa2CuF6O9P2 in a non-equilibrium geometry from the OMol25 dataset. Energies are from ωB97M-V/def2-TZVPD.

Summary:
- Charge: +3
- Lowest unoccupied orbital energy: -0.47753 Ha
- Electronic energy: -6361.4149 Eh
- Maximum force: 8.09 eV/Å

CARTESIAN COORDINATES (ANGSTROEM)
Cu (-5.16, -19.97, -17.89)
Ba (-4.81, -23.47, -18.80)
Ba (-1.85, -21.32, -16.68)
O (-4.51, -21.86, -16.64)
H (-5.17, -22.17, -15.99)
As (-2.91, -25.26, -15.44)
F (-3.62, -25.09, -17.09)
F (-2.36, -23.61, -15.59)
F (-2.21, -25.39, -13.79)
F (-3.43, -26.96, -15.22)
F (-1.41, -25.96, -16.16)
F (-4.49, -24.70, -14.75)
C (-5.36, -21.55, -11.87)
C (-4.19, -21.30, -12.67)
O (-3.70, -19.98, -12.43)
P (-3.30, -19.03, -13.62)
O (-2.79, -19.86, -14.75)
O (-4.65, -18.18, -13.92)
C (-4.92, -17.68, -15.27)
C (-4.54, -16.16, -15.35)
O (-2.28, -17.87, -12.91)
C (-2.75, -17.23, -11.76)
C (-3.06, -15.75, -11.90)
H (-5.98, -20.66, -11.89)
H (-6.01, -22.31, -12.29)
H (-5.12, -21.64, -10.81)
H (-3.23, -21.81, -12.58)
H (-4.51, -21.37, -13.70)
H (-4.57, -18.36, -16.05)
H (-6.00, -17.71, -15.22)
H (-5.14, -15.45, -14.79)
H (-3.57, -15.97, -14.88)
H (-4.60, -15.80, -16.38)
H (-3.65, -17.68, -11.35)
H (-1.96, -17.24, -11.02)
H (-2.47, -15.25, -12.68)
H (-4.07, -15.58, -12.28)
H (-3.01, -15.29, -10.92)
C (-8.31, -25.30, -10.19)
C (-8.08, -24.19, -11.21)
O (-9.00, -24.47, -12.28)
P (-9.60, -23.20, -13.14)
O (-9.52, -21.84, -12.54)
O (-8.86, -23.33, -14.63)
C (-7.68, -22.58, -14.95)
C (-7.97, -21.41, -15.74)
O (-11.17, -23.71, -13.48)
C (-11.98, -22.89, -14.26)
C (-12.92, -22.02, -13.43)
H (-7.88, -26.17, -10.69)
H (-7.77, -25.13, -9.25)
H (-9.38, -25.36, -9.98)
H (-8.41, -23.25, -10.76)
H (-7.05, -24.15, -11.56)
H (-7.20, -22.50, -13.98)
H (-7.12, -23.25, -15.60)
H (-7.04, -21.06, -16.18)
H (-8.56, -21.76, -16.58)
H (-8.42, -20.58, -15.18)
H (-11.43, -22.15, -14.84)
H (-12.53, -23.44, -15.02)
H (-13.20, -22.47, -12.47)
H (-12.33, -21.14, -13.18)
H (-13.78, -21.79, -14.06)

Atomic partial charges in e from the Löwdin method, atoms 1 to 6:
1 Cu 0.6424
2 Ba 1.9582
3 Ba 1.9953
4 O -0.7311
5 H -0.0477
6 As 0.9074


2.
Here is a molecular structure, C13H11AuBClF4N3O5 in a non-equilibrium geometry from the OMol25 dataset. Energies are from ωB97M-V/def2-TZVPD.

Summary:
- Charge: +1
- Lowest unoccupied orbital energy: -0.26610 Ha
- Electronic energy: -2062.5485 Eh
- Maximum force: 1.41 eV/Å

CARTESIAN COORDINATES (ANGSTROEM)
Au (-0.16, -0.12, 0.00)
O (4.01, 3.96, -0.01)
C (4.61, 2.78, -0.01)
O (5.79, 2.66, -0.01)
C (3.73, 1.52, -0.01)
C (4.25, 0.22, 0.01)
Cl (5.89, -0.13, 0.02)
N (3.25, -0.69, 0.00)
N (2.06, 0.00, -0.02)
C (2.36, 1.31, -0.02)
C (1.26, 2.30, -0.05)
O (1.41, 3.48, -0.08)
O (0.04, 1.76, -0.02)
C (3.37, -2.16, 0.01)
C (4.61, -2.80, 0.07)
C (4.68, -4.18, 0.07)
C (3.53, -4.95, 0.02)
C (2.31, -4.31, -0.05)
C (2.23, -2.93, -0.06)
H (3.04, 3.92, -0.03)
H (5.52, -2.25, 0.12)
H (5.65, -4.66, 0.12)
H (3.59, -6.03, 0.03)
H (1.40, -4.89, -0.12)
H (1.28, -2.47, -0.11)
F (-3.54, 0.20, 1.16)
B (-3.55, 0.48, -0.21)
F (-1.97, 0.35, -0.56)
F (-4.10, -0.52, -0.95)
F (-3.86, 1.73, -0.54)
C (-1.69, -4.17, -0.20)
C (-1.74, -2.74, 0.22)
N (-2.81, -2.27, 0.76)
O (-0.64, -2.07, 0.05)
H (-2.69, -4.58, -0.34)
H (-1.17, -4.74, 0.57)
H (-1.12, -4.26, -1.13)
H (-3.64, -2.84, 0.81)
H (-2.94, -1.30, 1.06)

Atomic partial charges in e from the Löwdin method, atoms 1 to 6:
1 Au 1.5090
2 O 0.1694
3 C -0.4741
4 O 0.1053
5 C -0.0127
6 C -0.5172


3.
Here is 2 unconnected molecules or ions with the total composition C2H3O3PS in a non-equilibrium geometry from the OMol25 dataset. Energies are from ωB97M-V/def2-TZVPD.

Summary:
- Charge: -2
- Lowest unoccupied orbital energy: 0.21422 Ha
- Electronic energy: -1043.2518 Eh
- Maximum force: 4.49 eV/Å

CARTESIAN COORDINATES (ANGSTROEM)
C (-0.77, -0.98, -0.10)
C (-0.27, 0.23, 0.52)
O (1.96, -1.38, 3.74)
O (3.38, -1.58, 1.57)
O (3.15, 0.70, 2.76)
P (2.76, -0.73, 2.63)
S (-2.15, 0.06, 0.44)
H (-0.73, -1.28, -1.05)
H (-0.95, -1.88, 0.41)
H (-0.02, -0.05, 1.60)

Atomic partial charges in e from the Löwdin method, atoms 1 to 6:
1 C -0.7395
2 C -0.5570
3 O -0.4313
4 O -0.4121
5 O -0.4171
6 P 0.2381


4.
Here is C2H7OPS in the gas phase in a non-equilibrium geometry from the OMol25 dataset. Energies are from ωB97M-V/def2-TZVPD.

Summary:
- Charge: 0
- SMILES: C[C@H](S)OP
- Lowest unoccupied orbital energy: 0.02560 Ha
- Electronic energy: -895.1201 Eh
- Maximum force: 4.44 eV/Å

CARTESIAN COORDINATES (ANGSTROEM)
C (-1.44, 1.09, 0.20)
C (-0.21, 0.27, 0.33)
S (1.43, 1.19, 0.05)
O (-0.37, -0.63, -0.76)
P (0.70, -1.86, -1.10)
H (-1.29, 1.59, -0.67)
H (-2.16, 0.25, -0.10)
H (-1.74, 1.58, 1.08)
H (0.04, -0.43, 1.16)
H (2.28, 0.39, 0.91)
H (1.84, -1.04, -1.38)
H (0.93, -2.40, 0.27)

Atomic partial charges in e from the Löwdin method, atoms 1 to 6:
1 C -0.0800
2 C -0.7521
3 S 0.6413
4 O -0.6354
5 P 0.7947
6 H 0.0409


5.
Here is a molecular structure, C44H45AuNO5P3S from the OMol25 dataset. Energies are from ωB97M-V/def2-TZVPD.

Summary:
- Charge: +2
- 2S+1: 3
- Lowest unoccupied orbital energy (spin up / spin down): -0.18782 / -0.25373 Ha
- Electronic energy: -3692.2087 Eh
- Maximum force: 0.43 eV/Å
- <S²>: 2.0117

CARTESIAN COORDINATES (ANGSTROEM)
Au (-0.02, 0.11, 0.48)
O (1.70, -1.11, 1.32)
P (2.96, -1.80, 0.81)
C (3.14, -1.44, -0.97)
P (1.64, -1.68, -1.99)
O (0.50, -0.84, -1.46)
C (1.26, -3.42, -2.04)
C (2.25, -4.35, -2.35)
C (1.93, -5.70, -2.40)
C (0.62, -6.11, -2.16)
C (-0.36, -5.19, -1.85)
C (-0.05, -3.84, -1.79)
C (2.13, -1.13, -3.62)
C (2.19, -1.98, -4.73)
C (2.59, -1.48, -5.96)
C (2.91, -0.13, -6.09)
C (2.83, 0.72, -4.99)
C (2.44, 0.22, -3.76)
C (4.42, -1.12, 1.61)
C (4.84, 0.17, 1.28)
C (5.89, 0.75, 1.96)
C (6.52, 0.05, 2.99)
C (6.08, -1.21, 3.35)
C (5.03, -1.81, 2.66)
C (2.91, -3.55, 1.14)
C (1.77, -4.08, 1.74)
C (1.72, -5.42, 2.08)
C (2.81, -6.24, 1.82)
C (3.95, -5.72, 1.21)
C (4.01, -4.38, 0.88)
H (3.99, -1.97, -1.40)
H (3.35, -0.37, -1.02)
H (3.27, -4.04, -2.55)
H (2.69, -6.43, -2.65)
H (0.38, -7.17, -2.21)
H (-1.37, -5.52, -1.66)
H (-0.81, -3.10, -1.56)
H (1.93, -3.03, -4.63)
H (2.64, -2.13, -6.82)
H (3.22, 0.26, -7.05)
H (3.07, 1.77, -5.10)
H (2.36, 0.88, -2.91)
H (4.35, 0.72, 0.49)
H (6.23, 1.74, 1.70)
H (7.35, 0.51, 3.52)
H (6.56, -1.75, 4.16)
H (4.69, -2.79, 2.94)
H (0.93, -3.43, 1.96)
H (0.84, -5.83, 2.56)
H (2.78, -7.29, 2.08)
H (4.80, -6.36, 1.02)
H (4.90, -3.96, 0.43)
S (0.71, 0.29, 4.94)
C (-0.39, -1.04, 4.71)
C (-0.79, -2.02, 5.61)
C (-1.65, -3.00, 5.16)
C (-2.11, -3.01, 3.84)
C (-1.72, -2.03, 2.94)
C (-0.85, -1.04, 3.39)
N (-0.36, 0.02, 2.65)
C (0.49, 0.77, 3.30)
C (1.23, 1.82, 2.62)
C (2.01, 2.78, 3.28)
C (2.68, 3.74, 2.54)
C (2.58, 3.77, 1.15)
C (1.81, 2.81, 0.48)
C (1.16, 1.86, 1.23)
H (-0.43, -2.02, 6.63)
H (-1.96, -3.78, 5.84)
H (-2.79, -3.79, 3.51)
H (-2.06, -2.03, 1.91)
H (2.08, 2.76, 4.36)
H (3.28, 4.48, 3.05)
H (3.09, 4.53, 0.58)
H (1.73, 2.84, -0.60)
C (-5.19, 1.37, 1.47)
C (-4.34, 0.25, 0.90)
O (-3.37, 0.73, -0.08)
P (-1.98, 1.42, 0.18)
O (-2.09, 2.27, 1.50)
C (-1.93, 3.72, 1.61)
C (-1.93, 4.06, 3.08)
O (-1.84, 2.47, -0.96)
C (-1.93, 2.17, -2.40)
C (-3.05, 2.98, -3.00)
H (-6.02, 0.94, 2.02)
H (-5.59, 1.99, 0.67)
H (-4.61, 2.00, 2.15)
H (-4.96, -0.44, 0.34)
H (-3.83, -0.30, 1.69)
H (-2.75, 4.20, 1.08)
H (-0.99, 4.00, 1.14)
H (-2.88, 3.78, 3.54)
H (-1.79, 5.14, 3.21)
H (-1.12, 3.54, 3.60)
H (-2.08, 1.10, -2.53)
H (-0.97, 2.45, -2.82)
H (-4.02, 2.66, -2.59)
H (-3.06, 2.84, -4.08)
H (-2.92, 4.04, -2.78)

Atomic partial charges in e from the Löwdin method, atoms 1 to 6:
1 Au 1.0599
2 O -0.4096
3 P 0.7797
4 C -0.2706
5 P 0.7664
6 O -0.4501


6.
Here is a molecular structure, C48H45BF4N9O3S3Ti in a non-equilibrium geometry from the OMol25 dataset. Energies are from ωB97M-V/def2-TZVPD.

Summary:
- Charge: -2
- 2S+1: 2
- Lowest unoccupied orbital energy (spin up / spin down): 0.14581 / 0.14571 Ha
- Electronic energy: -5043.3501 Eh
- Maximum force: 1.43 eV/Å
- <S²>: 0.7806

CARTESIAN COORDINATES (ANGSTROEM)
Ti (0.67, -0.09, 0.67)
C (3.97, -3.05, 0.42)
C (3.03, -2.04, 0.98)
N (1.75, -1.96, 0.48)
N (1.30, -3.10, -0.08)
C (0.02, -3.16, -0.15)
S (-1.03, -1.88, 0.37)
S (-0.69, -4.74, -0.54)
C (-1.11, -5.21, 1.18)
C (0.11, -5.37, 2.04)
C (0.70, -4.26, 2.64)
C (1.87, -4.39, 3.36)
C (2.46, -5.63, 3.53)
C (1.86, -6.75, 2.96)
C (0.70, -6.62, 2.22)
C (3.41, -1.21, 2.07)
C (4.75, -1.11, 2.52)
C (5.08, -0.45, 3.69)
C (4.10, 0.15, 4.47)
C (2.77, 0.12, 4.04)
C (2.44, -0.51, 2.85)
O (1.16, -0.50, 2.43)
H (3.43, -3.96, 0.15)
H (4.46, -2.67, -0.49)
H (4.75, -3.31, 1.14)
H (-1.77, -4.43, 1.57)
H (-1.67, -6.15, 1.09)
H (0.24, -3.28, 2.51)
H (2.33, -3.50, 3.79)
H (3.37, -5.73, 4.09)
H (2.31, -7.73, 3.09)
H (0.25, -7.49, 1.75)
H (5.54, -1.55, 1.92)
H (6.12, -0.39, 3.99)
H (4.36, 0.65, 5.40)
H (1.99, 0.61, 4.60)
N (-2.68, 2.30, 7.25)
C (-2.02, 2.34, 6.00)
C (-1.55, 1.17, 5.41)
C (-0.92, 1.21, 4.18)
C (-0.74, 2.42, 3.53)
C (-1.18, 3.59, 4.12)
C (-1.81, 3.56, 5.35)
S (-0.14, 2.46, 1.85)
O (1.25, 2.03, 1.84)
O (-0.48, 3.76, 1.36)
N (-0.87, 1.23, 1.14)
C (-2.25, 1.38, 0.76)
N (-3.02, 0.19, 1.15)
C (-4.15, 0.05, 0.60)
C (-3.87, 2.19, -0.68)
C (-3.79, 2.96, 0.62)
N (-2.93, 2.52, 1.44)
H (-3.10, 1.41, 7.43)
H (-3.34, 3.05, 7.37)
H (-1.71, 0.22, 5.91)
H (-0.58, 0.29, 3.71)
H (-1.05, 4.53, 3.59)
H (-2.17, 4.48, 5.80)
H (-4.72, -0.84, 0.85)
H (-4.20, 2.77, -1.54)
H (-4.48, 3.76, 0.90)
C (-2.18, 0.58, -6.40)
C (-2.02, 1.80, -5.53)
C (-2.60, 3.01, -5.87)
C (-2.46, 4.13, -5.07)
C (-1.72, 4.04, -3.90)
C (-1.13, 2.85, -3.53)
C (-1.28, 1.72, -4.34)
N (-0.70, 0.50, -4.00)
C (-0.07, 0.22, -2.77)
N (1.21, -0.25, -2.94)
C (2.32, -0.01, -2.08)
C (2.18, 0.34, -0.74)
C (3.32, 0.85, -0.13)
C (4.57, 0.86, -0.74)
C (4.70, 0.34, -2.01)
C (3.57, -0.08, -2.71)
C (3.71, -0.55, -4.14)
N (-0.66, 0.29, -1.64)
C (-2.06, 0.50, -1.62)
C (-2.44, 1.67, -0.75)
C (-4.82, 1.01, -0.38)
C (-5.22, 0.32, -1.64)
C (-4.32, -0.26, -2.42)
C (-2.87, -0.39, -2.24)
C (-2.34, -1.66, -2.86)
H (-2.83, 0.80, -7.25)
H (-2.61, -0.25, -5.84)
H (-1.22, 0.24, -6.81)
H (-3.17, 3.07, -6.80)
H (-2.92, 5.07, -5.37)
H (-1.56, 4.91, -3.27)
H (-0.51, 2.80, -2.65)
H (-0.38, -0.06, -4.78)
H (1.49, -0.19, -3.90)
H (3.23, 1.31, 0.85)
H (5.43, 1.27, -0.22)
H (5.66, 0.30, -2.50)
H (4.76, -0.70, -4.38)
H (3.32, 0.19, -4.85)
H (3.18, -1.49, -4.31)
H (-1.76, 2.50, -0.97)
H (-5.72, 1.38, 0.14)
H (-6.26, 0.35, -1.94)
H (-4.69, -0.75, -3.32)
H (-3.07, -2.46, -2.71)
H (-1.42, -1.98, -2.38)
H (-2.17, -1.56, -3.93)
F (2.74, 4.20, -1.06)
B (1.62, 3.83, -1.79)
F (0.84, 2.89, -1.07)
F (0.82, 4.96, -2.09)
F (2.01, 3.22, -3.02)

Atomic partial charges in e from the Löwdin method, atoms 1 to 6:
1 Ti 0.9484
2 C -0.0389
3 C -0.2774
4 N -0.1338
5 N -0.0546
6 C -1.0819


7.
Here is a molecular structure, C5H7NO3 in a non-equilibrium geometry from the OMol25 dataset. Energies are from ωB97M-V/def2-TZVPD.

Summary:
- Charge: 0
- Lowest unoccupied orbital energy: -0.03700 Ha
- Electronic energy: -474.9739 Eh
- Maximum force: 6.67 eV/Å

CARTESIAN COORDINATES (ANGSTROEM)
C (-1.17, 2.12, -0.44)
C (-1.17, 0.68, 0.46)
C (-0.34, -0.48, 0.23)
C (0.67, -0.45, -0.69)
C (1.74, -1.38, -1.24)
H (-1.33, 3.37, 0.39)
H (-2.12, 1.94, -1.38)
H (-0.02, 2.21, -1.06)
H (0.46, -0.63, 2.30)
H (-0.89, -1.90, 1.81)
H (0.23, 0.39, -1.23)
H (1.80, -2.05, 0.72)
N (0.01, -1.22, 1.49)
O (-2.10, 0.73, 1.29)
O (2.33, -2.08, -0.20)
O (1.90, -1.25, -2.45)

Atomic partial charges in e from the Löwdin method, atoms 1 to 6:
1 C -0.0938
2 C -0.4099
3 C -0.2584
4 C 0.0701
5 C -0.4261
6 H 0.1965


8.
Here is a molecular structure, C30H26AsCuN3O5S from the OMol25 dataset. Energies are from ωB97M-V/def2-TZVPD.

Summary:
- Charge: 0
- 2S+1: 2
- Lowest unoccupied orbital energy (spin up / spin down): 0.01919 / -0.03517 Ha
- Electronic energy: -5973.6117 Eh
- Maximum force: 0.63 eV/Å
- <S²>: 0.7532

CARTESIAN COORDINATES (ANGSTROEM)
Cu (2.29, 0.65, 0.57)
C (-3.34, -0.99, -4.53)
C (-2.37, -0.10, -3.80)
C (-2.66, 0.40, -2.54)
C (-1.76, 1.22, -1.87)
C (-0.56, 1.54, -2.48)
C (-0.25, 1.07, -3.75)
C (-1.16, 0.25, -4.40)
S (0.63, 2.49, -1.58)
O (1.19, 3.47, -2.47)
O (-0.01, 2.90, -0.36)
N (1.75, 1.39, -1.18)
C (3.05, 1.42, -1.69)
C (3.56, 1.91, -2.89)
C (4.91, 1.75, -3.12)
C (5.73, 1.12, -2.18)
C (5.15, 0.67, -1.02)
N (3.85, 0.81, -0.79)
H (-4.11, -1.37, -3.85)
H (-2.84, -1.84, -4.99)
H (-3.85, -0.44, -5.32)
H (-3.59, 0.14, -2.06)
H (-1.98, 1.61, -0.89)
H (0.68, 1.35, -4.22)
H (-0.93, -0.12, -5.39)
H (2.92, 2.43, -3.58)
H (5.33, 2.13, -4.04)
H (6.79, 0.99, -2.35)
H (5.72, 0.18, -0.24)
O (2.27, 1.88, 2.52)
N (2.93, 0.93, 3.00)
O (3.25, 0.83, 4.15)
O (3.25, 0.00, 2.14)
C (-1.56, -3.56, -1.50)
C (-1.96, -3.56, -0.17)
C (-1.50, -2.58, 0.69)
C (-0.63, -1.59, 0.23)
C (-0.22, -1.60, -1.10)
C (-0.69, -2.58, -1.97)
As (0.06, -0.20, 1.37)
C (-1.45, 0.93, 1.77)
C (-2.75, 0.58, 1.44)
C (-3.80, 1.42, 1.76)
C (-3.55, 2.62, 2.42)
C (-2.25, 2.97, 2.75)
C (-1.20, 2.13, 2.42)
C (0.30, -1.15, 3.06)
C (1.12, -2.27, 3.07)
C (1.35, -2.96, 4.25)
C (0.76, -2.52, 5.43)
C (-0.06, -1.40, 5.42)
C (-0.29, -0.71, 4.23)
H (-1.92, -4.32, -2.18)
H (-2.63, -4.32, 0.19)
H (-1.80, -2.59, 1.74)
H (0.45, -0.83, -1.47)
H (-0.37, -2.58, -3.00)
H (-2.95, -0.35, 0.91)
H (-4.81, 1.15, 1.49)
H (-4.37, 3.28, 2.67)
H (-2.05, 3.91, 3.25)
H (-0.18, 2.42, 2.65)
H (1.60, -2.62, 2.16)
H (1.99, -3.83, 4.26)
H (0.94, -3.05, 6.36)
H (-0.51, -1.05, 6.34)
H (-0.93, 0.16, 4.24)

Atomic partial charges in e from the Löwdin method, atoms 1 to 6:
1 Cu 0.5263
2 C -0.0462
3 C -0.2777
4 C -0.0290
5 C -0.0527
6 C -0.2877